# 1
The following is a DFT calculation (ωB97M-V/def2-TZVPD) of a 13-piece molecular cluster, C60H73F2N7O32S4 overall.

LUMO energy   -0.882 eV

The geometry in XYZ format:
```
178
Properties=species:S:1:pos:R:3:forces:R:3:mulliken_charge:R:1
C -2.8945 -12.8848 3.6508 0.1 1.1 0.7 -0.347
C -2.5845 -11.5424 3.4309 1.1 -0.4 -1.9 -0.450
C -1.7554 -11.2172 2.3122 -0.6 -0.9 0.2 -0.320
C -1.1794 -12.2422 1.5323 -1.7 -1.5 1.2 0.183
C -1.3741 -13.6265 1.8991 -0.6 1.8 0.6 -0.387
C -2.2405 -13.9094 2.9957 1.5 0.4 -1.2 -0.381
N -0.5445 -11.9153 0.2360 0.7 0.5 0.7 0.981
O -0.1693 -12.7916 -0.4914 -0.1 -1.6 -0.2 -0.595
O -0.3534 -10.7532 -0.0231 -0.4 1.2 0.3 -0.598
H -3.6306 -13.0985 4.4116 0.1 -0.2 0.2 0.356
H -2.9426 -10.7414 4.0608 -0.3 -0.1 -0.1 0.397
H -1.7020 -10.1884 1.9881 0.4 0.0 0.1 0.390
H -0.8922 -14.3997 1.3192 0.0 0.0 0.1 0.416
H -2.2944 -14.8928 3.4388 -0.3 -0.3 -0.5 0.356
C 5.5579 9.2067 -6.3844 -2.0 0.4 -1.0 -0.341
C 6.7254 8.7022 -5.9071 0.6 -1.3 0.6 -0.422
C 6.8938 7.3333 -5.8844 -1.4 -1.5 0.1 -0.367
C 5.8020 6.4635 -6.3078 1.8 1.5 -0.1 0.293
C 4.6496 6.9659 -6.8445 -0.3 2.6 -0.5 -0.369
C 4.5491 8.3939 -6.9411 0.9 -0.8 1.0 -0.438
N 5.9590 5.0203 -6.3048 1.0 -1.2 1.3 0.855
O 6.7044 4.5752 -5.4092 -1.1 0.3 -1.6 -0.528
O 5.3582 4.3492 -7.1383 0.6 0.6 0.9 -0.541
H 5.4061 10.2716 -6.2875 -0.2 0.1 -0.4 0.351
H 7.4733 9.3283 -5.4434 0.1 0.1 -0.2 0.368
H 7.7842 6.9449 -5.4125 -0.1 -0.4 -0.2 0.378
H 3.8216 6.3672 -7.1944 0.2 -0.3 0.0 0.400
H 3.6748 8.8631 -7.3674 -0.1 -0.1 0.1 0.361
C -4.6121 -0.1467 7.0975 0.1 -0.5 -1.6 -0.292
C -5.3047 -0.4521 8.2655 0.7 1.4 -0.4 -0.568
C -6.6574 -0.5222 8.2202 -1.6 0.1 -1.7 -0.271
C -7.3228 -0.4087 6.9146 1.5 -1.2 1.7 0.241
C -6.6226 -0.2441 5.7532 0.5 0.8 -0.1 -0.365
C -5.2479 -0.0382 5.8544 0.5 0.0 1.2 -0.397
N -8.7608 -0.6247 6.8354 0.9 2.0 -1.8 0.987
O -9.2520 -0.8679 7.8714 -2.2 -1.3 2.9 -0.593
O -9.3667 -0.3881 5.7996 0.5 -0.5 0.0 -0.602
H -3.5366 -0.0627 7.0473 0.1 0.2 0.5 0.346
H -4.8173 -0.3119 9.2190 0.2 -0.6 0.1 0.339
H -7.1394 -0.5908 9.1842 -0.7 -0.2 -0.4 0.386
H -7.1318 -0.1378 4.8067 -0.1 -0.2 0.0 0.429
H -4.6200 0.2861 5.0377 -0.3 -0.3 -0.4 0.362
C 0.9989 -1.9888 0.4459 0.4 -1.3 0.7 -0.240
C 1.2586 -0.9101 1.2462 -0.1 2.7 -0.1 -0.589
C 1.3781 0.3639 0.6677 -0.4 0.0 -2.2 -0.287
C 1.2397 0.4839 -0.7548 0.1 -1.8 1.6 0.003
C 1.0253 -0.6692 -1.5329 -0.3 0.0 0.0 -0.140
C 0.8786 -1.9308 -0.9232 0.3 1.4 0.0 -0.551
N 1.3954 1.7950 -1.3963 0.8 0.6 -0.8 0.973
O 1.6818 2.7697 -0.7081 -0.5 -0.9 -0.2 -0.590
O 1.3274 1.8265 -2.6220 -0.2 -0.1 0.9 -0.585
H 1.0047 -2.9457 0.9465 -0.4 -0.3 -0.1 0.340
H 1.2939 -0.9275 2.3255 0.2 -0.5 0.0 0.373
H 1.5420 1.3046 1.1724 0.1 -0.2 0.5 0.448
H 0.9528 -0.5766 -2.6065 0.0 0.1 0.0 0.437
H 0.6902 -2.8588 -1.4426 0.1 0.2 -0.4 0.408
C -2.9083 3.8862 -11.1459 -1.1 0.1 -0.1 -0.494
C -3.2459 4.2859 -12.4291 -0.5 -0.1 0.5 -0.365
C -4.6094 4.5063 -12.7331 2.2 -0.2 -1.9 -0.405
C -5.5790 4.2182 -11.8375 -1.7 1.0 -0.5 0.400
C -5.2768 3.8993 -10.5668 0.5 -0.3 2.3 -0.444
C -3.9522 3.8283 -10.2205 1.3 -1.0 0.4 -0.338
N -7.0204 4.3550 -12.1946 -0.2 -0.9 -1.6 0.839
O -7.3113 5.0624 -13.1695 0.3 -0.8 1.7 -0.541
O -7.7866 3.6073 -11.5918 0.5 1.2 -0.4 -0.518
H -1.9452 3.5026 -10.8432 0.3 0.5 -0.1 0.383
H -2.4645 4.3941 -13.1667 -0.2 0.0 -0.3 0.375
H -4.7941 4.7434 -13.7704 -0.6 0.2 0.1 0.381
H -5.9805 3.6938 -9.7738 -0.4 0.1 -0.4 0.406
H -3.6643 3.5474 -9.2182 -0.3 0.0 0.2 0.321
C -7.4842 -10.0833 -2.9102 -0.4 0.9 0.9 -0.589
C -6.4161 -9.2975 -2.4721 0.2 -0.4 0.1 -0.251
C -6.5842 -8.1715 -1.7033 -2.3 0.7 0.1 -0.562
C -7.9296 -7.8610 -1.2906 1.2 0.3 -0.3 0.357
C -9.0261 -8.6335 -1.6685 0.8 -0.1 -0.3 -0.350
C -8.7872 -9.7105 -2.5189 1.0 -0.2 -1.0 -0.292
N -8.1402 -6.6874 -0.3767 -2.5 -1.0 2.2 0.857
O -7.1822 -6.2654 0.2308 0.3 0.4 -0.8 -0.527
O -9.3256 -6.3993 -0.0411 2.4 -0.5 -1.6 -0.556
H -7.2514 -10.9442 -3.5194 -0.4 0.0 -0.1 0.380
H -5.3923 -9.5530 -2.7022 0.0 -0.2 -0.4 0.355
H -5.7402 -7.5111 -1.5691 -0.2 0.1 0.6 0.393
H -10.0463 -8.4731 -1.3528 0.2 0.5 0.1 0.434
H -9.6225 -10.1684 -3.0278 -0.2 -0.4 0.4 0.351
C -0.6845 11.9562 3.4168 0.0 1.1 0.6 -0.411
C 0.2699 11.0732 2.9253 -1.4 -0.1 0.1 -0.479
C 1.5416 11.1674 3.3733 1.7 0.0 0.7 -0.188
C 1.9267 12.1500 4.2804 -0.7 1.0 0.6 0.142
C 0.9825 13.0529 4.8345 -0.3 -0.9 -0.9 -0.476
C -0.3460 12.9057 4.3993 0.8 -0.9 -0.3 -0.344
N 3.3528 12.2530 4.6327 2.3 1.3 0.0 0.891
O 4.1056 11.3447 4.2177 -1.4 2.0 1.2 -0.554
O 3.7528 13.3146 5.2231 -1.3 -3.3 -1.5 -0.538
H -1.6987 12.0683 3.0629 -0.1 -0.8 -0.2 0.361
H 0.0652 10.2235 2.2908 -0.4 0.3 -0.3 0.357
H 2.2578 10.4442 3.0123 0.2 0.2 0.1 0.427
H 1.1898 13.8659 5.5145 0.5 -0.3 0.1 0.434
H -1.1501 13.4670 4.8519 0.1 0.4 -0.1 0.378
O 0.5314 5.4093 8.2522 -0.3 2.4 2.4 -0.588
S 0.5167 6.3079 9.4286 0.0 -0.8 -0.4 1.099
O 1.7966 6.6279 10.0820 -2.5 -0.2 -1.1 -0.574
O -0.3412 7.7038 9.0156 1.1 -3.4 -0.6 -0.312
C -0.4697 8.6598 10.0096 -0.5 3.3 0.5 -0.357
C -1.8756 9.3303 9.9181 0.4 -1.9 0.8 -1.087
C -0.6685 5.5911 10.7183 1.2 0.9 -1.4 -0.830
H 0.1957 9.4685 9.7071 0.6 0.0 0.5 0.293
H -0.2062 8.3492 11.0207 0.0 -0.3 -0.1 0.440
H -2.1439 9.9420 10.7794 0.7 0.7 -0.3 0.361
H -2.5915 8.5293 10.1025 -0.4 -0.2 -0.8 0.303
H -1.9594 9.7857 8.9313 -0.4 0.1 0.3 0.286
H -0.8448 6.3482 11.4824 0.4 -0.3 0.1 0.317
H -0.0864 4.7249 11.0329 -0.4 0.0 0.3 0.347
H -1.6202 5.3752 10.2326 0.3 -0.3 -0.2 0.302
O -0.8801 -5.3030 -7.9197 0.3 -1.4 -1.9 -0.611
S -0.9944 -6.1941 -9.0828 -0.3 1.5 0.5 1.137
O -2.0672 -7.1586 -9.1140 1.0 1.0 -0.5 -0.586
O -1.1320 -5.1972 -10.4257 0.3 -1.7 1.4 -0.327
C -0.3500 -3.9693 -10.4378 -0.5 -0.1 -0.6 -0.296
C -0.0025 -3.6250 -11.9227 0.3 0.1 1.5 -1.086
C 0.5653 -7.1094 -9.3456 0.0 0.5 -0.5 -0.845
H 0.5023 -4.0740 -9.7665 0.4 -0.2 -0.5 0.395
H -0.9403 -3.1977 -9.9436 -0.2 0.1 -0.3 0.302
H -0.8367 -3.3626 -12.5734 -0.3 -0.3 0.4 0.302
H 0.5847 -4.4166 -12.3882 0.0 0.0 0.1 0.292
H 0.6088 -2.7264 -11.8388 0.2 0.0 -0.3 0.352
H 0.8734 -7.5506 -8.3977 -0.3 0.1 -0.1 0.331
H 1.3668 -6.4860 -9.7419 -0.2 0.5 0.4 0.310
H 0.4636 -7.8564 -10.1328 -0.6 -0.1 0.3 0.329
O 10.3926 -1.9351 -0.1998 -1.4 2.6 -0.3 -0.607
S 9.6119 -0.6840 -0.3072 0.3 -0.3 0.2 1.113
O 9.1232 -0.0105 0.9182 1.0 -1.5 -3.1 -0.564
O 10.4613 0.4603 -1.1440 -0.4 0.0 1.2 -0.250
C 11.3632 0.1563 -2.2229 0.0 0.0 -1.6 -0.110
C 11.9460 1.4078 -2.9567 -0.6 -0.1 0.9 -1.218
C 8.2186 -0.9893 -1.5279 -0.6 0.7 1.6 -0.902
H 10.7745 -0.3990 -2.9531 0.3 -0.5 0.0 0.270
H 12.2450 -0.3865 -1.8827 -0.4 -0.4 0.2 0.271
H 12.4706 1.9473 -2.1681 0.1 0.5 -0.4 0.310
H 11.2583 2.0490 -3.5082 -0.6 0.0 0.7 0.326
H 12.6211 1.1610 -3.7760 0.4 -0.7 0.5 0.370
H 8.4935 -1.0662 -2.5799 0.4 -0.4 0.4 0.290
H 7.4536 -0.2174 -1.4436 0.7 0.9 0.0 0.355
H 7.5958 -1.7746 -1.0994 0.8 -0.9 -0.3 0.347
O 0.8055 -4.9806 9.1627 0.1 -1.9 -0.7 -0.583
S 0.4758 -6.2764 8.6037 -1.5 -1.2 1.3 1.111
O 0.0255 -6.4127 7.2399 0.6 0.2 0.7 -0.562
O 1.6772 -7.3456 8.9033 -0.1 1.6 0.7 -0.337
C 1.7505 -8.5526 8.1399 -0.3 0.9 -3.0 -0.232
C 2.6491 -8.2681 6.8846 0.8 -0.5 0.6 -1.128
C -0.8350 -7.0398 9.7309 0.8 1.1 0.1 -0.912
H 0.7274 -8.7248 7.8058 0.0 -0.8 0.1 0.302
H 2.1785 -9.3825 8.7021 -0.2 0.4 0.4 0.353
H 2.9539 -9.1533 6.3264 -0.3 -0.5 0.3 0.374
H 3.5800 -7.8831 7.3009 0.1 0.1 -0.1 0.308
H 2.3601 -7.5814 6.0889 -0.8 0.3 0.6 0.313
H -1.7540 -6.4656 9.6136 0.1 -0.1 -0.3 0.342
H -0.4903 -6.8549 10.7483 0.2 0.2 -0.1 0.331
H -1.0126 -8.1140 9.6789 0.3 0.1 -0.8 0.318
C -5.8095 -1.2330 -3.5501 1.1 1.2 -1.3 -0.398
C -5.5666 0.0680 -2.8011 0.4 -2.0 1.8 0.284
O -6.8474 0.3507 -2.3683 -1.0 0.1 -0.5 -0.315
C -7.7275 -0.2658 -3.2511 -2.6 0.9 1.3 0.633
O -8.9215 -0.1999 -3.1191 1.7 0.0 -0.5 -0.510
O -7.0500 -0.9428 -4.1647 -0.7 -0.8 0.1 -0.309
F -5.0560 1.0708 -3.4929 0.5 1.1 -1.1 -0.278
H -5.8583 -2.0094 -2.7866 -0.1 -0.4 -0.5 0.314
H -5.1623 -1.3783 -4.4150 0.5 -0.5 0.6 0.293
H -4.9556 -0.1230 -1.9189 0.2 0.3 0.0 0.286
C 7.4630 5.4029 3.1603 -1.7 0.8 1.7 -0.454
C 8.4405 5.7424 4.3050 -2.8 1.1 -2.7 0.296
O 9.3846 6.4159 3.5521 2.3 1.1 1.1 -0.318
C 9.3849 6.1165 2.2452 2.3 -0.7 -2.2 0.691
O 10.3188 6.3499 1.4580 -3.9 -0.7 2.7 -0.551
O 8.2256 5.4264 2.0171 1.7 -0.1 -2.0 -0.310
F 8.8634 4.6146 4.8293 1.3 -1.1 1.2 -0.269
H 6.7164 6.1912 3.0646 -0.1 0.2 0.2 0.283
H 6.9009 4.4919 3.3656 0.5 -0.3 -0.5 0.320
H 7.9654 6.4362 4.9986 0.6 -0.3 0.5 0.313
```
Positions in Å, forces in eV/Å.

# 2
The following is a DFT calculation (ωB97M-V/def2-TZVPD) of a 2-piece molecular cluster, C5H15NO overall.

Spin multiplicity   2
Charge   -1
LUMO energy (spin up / spin down)   3.153 / 3.069 eV

The geometry in XYZ format:
```
22
Properties=species:S:1:pos:R:3:forces:R:3:lowdin_spin:R:1
C -0.3288 -1.6878 2.6036 -0.7 -0.3 0.1 0.017
C -1.0248 -0.4919 1.8555 0.6 -0.6 2.0 0.016
N -0.1507 0.2801 1.0550 0.1 -0.1 -0.9 0.003
C -0.4546 0.5998 -0.3398 -0.5 0.3 1.0 0.040
C 0.5764 0.1113 -1.3391 0.7 0.4 0.3 0.088
C 0.9225 1.0208 1.6600 -0.2 -0.2 -0.4 0.021
H 0.0170 -1.4318 3.6106 0.5 0.4 -0.3 0.002
H 0.4627 -2.1372 2.0078 0.1 0.0 0.0 0.003
H -1.0575 -2.4703 2.8590 -0.1 0.0 -0.4 0.003
H -1.8726 -0.8913 1.3096 0.0 0.2 -0.3 0.005
H -1.3907 0.0871 2.7244 -0.6 0.3 -0.4 0.003
H -1.4448 0.1948 -0.5480 0.0 -0.2 -0.1 0.010
H -0.6172 1.6859 -0.3801 0.3 0.1 -0.3 0.007
H 0.3608 -0.8990 -1.6755 -0.1 0.1 -0.4 0.020
H 0.7334 0.8382 -2.1356 -0.4 -0.4 -0.5 0.030
H 1.5655 0.0698 -0.8727 -0.1 -0.1 0.2 0.005
H 1.8516 0.7303 1.1634 0.4 0.2 0.4 0.006
H 0.8253 2.1083 1.5433 -0.2 0.1 -0.1 0.005
H 0.9783 0.8342 2.7301 0.1 -0.2 0.0 0.003
H 0.6087 0.1094 -6.2687 0.3 -0.2 -0.2 0.127
H -0.6966 0.7747 -6.0091 -0.3 0.2 0.1 0.128
O 0.1362 0.5644 -5.5538 0.0 0.0 0.2 0.459
```
Positions in Å, forces in eV/Å.

# 3
The following is a DFT calculation (ωB97M-V/def2-TZVPD) of C16H20As2CoO6S2 as an isolated structure.

Spin multiplicity   4
LUMO energy (spin up / spin down)   0.359 / -0.183 eV

The geometry in XYZ format:
```
47
Properties=species:S:1:pos:R:3:forces:R:3:lowdin_spin:R:1
Co -0.2513 0.0720 0.3838 0.4 -0.6 0.1 2.684
C 4.0024 -0.8403 -0.3442 0.1 -0.1 -0.1 0.020
As 2.4680 0.2285 0.1385 -0.3 0.1 0.2 0.046
C 2.9395 0.6296 1.9903 0.0 0.0 0.0 0.001
C 2.8766 1.9741 -0.6201 0.1 0.0 -0.1 0.002
C 4.1531 2.3308 -1.0468 0.0 0.1 0.0 0.001
C 4.4035 3.6055 -1.5344 0.0 0.0 0.0 0.000
C 3.3816 4.5421 -1.5956 0.0 0.0 0.0 0.001
C 2.1051 4.1939 -1.1815 0.1 0.0 0.0 0.002
C 1.8461 2.9129 -0.7016 0.1 0.1 -0.1 0.007
As 0.0447 2.4091 -0.2130 -0.2 0.1 -0.2 0.027
C -0.5878 3.8772 0.8581 0.0 0.1 0.1 0.005
C -0.9002 2.6911 -1.8835 0.0 0.1 0.0 0.008
H 4.9007 -0.4046 0.0900 0.1 -0.1 0.0 0.003
H 4.0977 -0.9147 -1.4253 0.0 0.0 0.0 0.000
H 3.8448 -1.8356 0.0674 0.0 0.0 0.0 0.000
H 3.9232 1.0965 2.0173 0.0 0.0 0.0 0.000
H 2.9321 -0.2973 2.5604 0.0 0.0 0.0 0.000
H 2.1949 1.2953 2.4235 0.0 0.0 0.0 0.000
H 4.9637 1.6144 -0.9996 0.0 0.0 0.0 0.000
H 5.4004 3.8688 -1.8644 0.0 0.0 0.0 0.000
H 3.5767 5.5390 -1.9692 0.0 0.0 0.0 0.000
H 1.3100 4.9281 -1.2410 0.0 0.0 0.0 0.000
H -0.6261 4.7802 0.2519 0.0 0.1 0.1 0.001
H 0.0763 4.0226 1.7068 0.0 0.0 0.0 0.000
H -1.5825 3.6240 1.2192 0.0 0.0 0.0 0.000
H -0.6948 3.6920 -2.2596 0.0 0.0 0.0 0.001
H -1.9665 2.5647 -1.7030 0.0 0.0 0.0 0.000
H -0.5787 1.9498 -2.6119 0.0 0.0 0.0 0.000
O -2.0033 0.7675 1.5817 -0.1 -0.1 0.1 0.042
S -2.8415 -0.2077 0.8574 0.3 -0.1 0.0 0.004
O -4.2124 0.1556 0.6864 -0.1 0.1 -0.1 0.008
O -2.0928 -0.5128 -0.3951 0.0 0.1 0.0 0.048
C -2.8333 -1.7574 1.7809 0.0 -0.1 0.0 0.000
C -4.0933 -2.1805 2.1771 0.1 0.0 0.0 0.000
C -4.2731 -3.3870 2.8421 -0.1 0.0 0.0 0.000
C -3.1874 -4.1918 3.1094 0.0 -0.1 0.0 0.000
C -1.9156 -3.7815 2.7310 0.0 0.0 0.0 0.000
C -1.7183 -2.5773 2.0747 -0.1 0.1 0.0 -0.001
S -0.0031 -2.1930 1.7232 -0.2 0.2 0.0 0.004
O 0.8015 -3.2012 2.3411 0.0 0.0 0.0 0.008
O 0.1898 -0.8152 2.2493 0.1 -0.1 0.0 0.037
O 0.1181 -2.0810 0.2561 -0.1 -0.1 0.0 0.040
H -4.9407 -1.5528 1.9462 0.0 0.0 0.0 0.000
H -5.2685 -3.6892 3.1406 0.0 0.0 0.0 0.000
H -3.3168 -5.1374 3.6195 0.0 0.0 0.0 0.000
H -1.0520 -4.3907 2.9552 0.0 0.0 0.0 0.000
```
Positions in Å, forces in eV/Å.

# 4
The following is a DFT calculation (ωB97M-V/def2-TZVPD) of C18H22N3O4Se2Ta as an isolated structure.

Charge   +2
LUMO energy   -7.572 eV

The geometry in XYZ format:
```
50
Properties=species:S:1:pos:R:3:forces:R:3:mulliken_charge:R:1
Ta 0.3303 0.2402 -0.5470 0.2 0.6 -0.5 1.112
C 1.7404 2.3609 4.7951 0.0 -0.1 0.1 -0.464
C 1.9297 2.6377 3.4500 0.0 0.1 0.0 -0.981
C 1.3747 1.8068 2.4949 -0.1 0.1 -0.1 0.426
C 0.6321 0.6970 2.8887 0.2 0.3 -0.1 0.155
C 0.4378 0.4168 4.2415 -0.1 -0.2 0.0 -0.346
C 0.9936 1.2510 5.1875 0.0 0.1 0.0 -0.733
N 0.0826 -0.1144 1.8619 0.3 0.2 -0.9 0.869
N -0.5991 -1.0758 2.2285 -0.2 -0.3 0.3 -0.786
C -1.1629 -1.8740 1.2311 -0.1 -0.2 0.0 0.272
C -1.9782 -2.8982 1.6663 0.0 0.0 0.1 -0.446
C -2.6052 -3.7063 0.7314 0.0 0.0 0.0 -0.432
C -2.3703 -3.4652 -0.6089 0.0 0.0 0.0 -0.799
C -1.5184 -2.4367 -0.9716 0.0 -0.1 0.1 0.106
N -0.9205 -1.6401 -0.0748 0.5 0.7 -0.2 -0.042
H 2.1747 3.0096 5.5439 0.0 0.0 0.0 0.431
H 2.5106 3.4997 3.1515 0.0 0.0 0.0 0.423
H 1.5177 2.0212 1.4442 0.0 0.0 0.0 0.299
H -0.1401 -0.4490 4.5335 0.0 0.0 0.0 0.486
H 0.8480 1.0405 6.2379 0.0 0.0 0.0 0.412
H -2.1044 -3.0325 2.7315 0.0 0.0 0.0 0.547
H -3.2625 -4.5061 1.0459 0.0 0.0 0.0 0.444
H -2.8319 -4.0645 -1.3808 0.0 0.0 0.0 0.449
H -1.2999 -2.2565 -2.0113 0.0 0.0 0.0 0.259
O 1.6487 2.0358 -1.6250 -0.1 -0.5 0.1 -0.266
C 2.7491 1.9341 -2.5558 0.1 0.0 0.1 -1.252
C 3.0603 0.4836 -2.8453 0.1 -0.2 0.0 1.427
C 4.2654 0.4979 -3.8208 0.0 0.0 0.0 -1.471
O 4.6286 -0.8427 -4.0590 0.0 0.0 0.0 -0.526
C 1.9533 -0.2124 -3.6332 0.1 0.1 0.0 -1.270
Se 0.1394 -0.4092 -2.8885 -0.2 -0.2 0.1 -0.114
C 3.5738 -0.2620 -1.6106 -0.1 0.0 0.0 -1.209
Se 2.5828 -0.4167 0.1028 0.0 -0.4 0.5 -0.094
H 1.4929 2.9677 -1.4253 -0.3 -0.1 0.1 0.267
H 3.6285 2.4104 -2.1187 0.0 0.1 0.0 0.504
H 2.4839 2.4497 -3.4807 -0.1 0.1 0.0 0.471
H 5.0855 1.0672 -3.3701 0.0 0.0 0.0 0.506
H 3.9663 1.0044 -4.7447 0.0 0.0 0.0 0.504
H 5.3783 -0.8825 -4.6622 0.0 0.0 0.0 0.358
H 2.2578 -1.2257 -3.8771 -0.1 -0.1 0.0 0.658
H 1.7785 0.3217 -4.5655 0.0 0.0 0.0 0.557
H 4.4965 0.2105 -1.2776 0.0 0.0 0.0 0.575
H 3.7976 -1.2935 -1.8668 0.0 0.0 0.0 0.637
C -3.2494 2.8088 -0.0646 0.0 0.1 0.0 -0.738
O -2.6955 1.4450 0.0241 0.0 0.1 0.3 -0.266
C -1.4405 1.2763 -0.0560 -0.4 0.3 -0.1 0.704
O -0.5654 2.1652 -0.2633 0.1 -0.4 0.0 -0.560
H -4.2397 2.6862 -0.4838 0.0 0.0 0.0 0.273
H -2.6215 3.4217 -0.7027 0.0 0.0 0.0 0.349
H -3.3013 3.2188 0.9391 0.0 0.0 0.0 0.315
```
Positions in Å, forces in eV/Å.

# 5
The following is a DFT calculation (ωB97M-V/def2-TZVPD) of one molecule with the formula C4H6BrN.

SMILES   [H]/N=C/C(Br)=C/C
LUMO energy   0.874 eV

The geometry in XYZ format:
```
12
Properties=species:S:1:pos:R:3:forces:R:3:mulliken_charge:R:1
H -2.9610 -1.9296 0.9895 -1.8 -0.7 -0.6 0.239
N -2.0366 -1.6401 1.0970 1.9 0.6 0.9 -0.519
C -1.5711 -0.9951 0.1268 1.5 0.4 -0.1 -0.124
C -0.1334 -0.3563 0.2567 -2.3 -1.5 0.9 -0.019
Br 0.6954 -0.8550 1.8889 0.2 0.2 0.1 -0.128
C 0.4403 0.5003 -0.5464 0.6 0.7 -2.8 0.153
C 1.7396 1.2871 -0.3729 -3.2 -2.7 -0.3 -1.409
H -2.1730 -0.8880 -0.7808 0.6 0.5 -0.2 0.355
H 0.0477 0.6055 -1.5862 -0.4 0.0 1.0 0.261
H 1.7931 1.9966 -1.0913 0.0 2.6 -2.0 0.406
H 1.6452 1.6344 0.5750 0.7 1.4 2.9 0.426
H 2.5137 0.6401 -0.5564 2.2 -1.6 0.2 0.360
```
Positions in Å, forces in eV/Å.

| no. | F_max (hartree/bohr) |
| --- | --- |
| 1 | 0.094 |
| 2 | 0.043 |
| 3 | 0.014 |
| 4 | 0.018 |
| 5 | 0.082 |